Entry 1:
Computed, not measured: a structure of composition C39H32FeN3O4PS, with ωB97M-V/def2-TZVPD.

The HOMO energy (alpha / beta) comes out at -9.8262 / -10.4671 eV. Its orbital gap (alpha / beta) is 6.18 / 6.81 eV. Its expectation value of S² is 8.78.

The geometry in ORCA input format:
```
! wB97M-V def2-TZVPD RIJCOSX def2/J DEFGRID3
* xyz 1 6
C -3.14540 2.66530 3.20280
H -3.26860 0.26110 0.61210
C -2.07930 -0.05210 2.36680
H -4.14770 1.03020 -4.64560
H 3.35830 1.70110 5.41720
C -2.89620 4.12730 -3.08060
C 0.16130 -1.50130 -2.62100
C -2.16160 2.76430 2.22110
H -2.33490 1.59090 -2.05810
H -3.28430 1.73830 3.74030
N -0.52150 1.92420 -1.16500
H -3.13140 -3.47910 -2.84410
C -0.58540 4.47700 -2.25140
H -4.70060 3.68250 4.25890
O -3.22050 1.15010 -4.40300
H 3.34720 0.07670 3.56700
C 3.58770 0.25970 -2.83450
C -2.75730 2.38320 -4.87080
H 0.71840 -2.50980 -4.42450
C -1.98980 -2.05330 -1.72580
C 1.42550 2.51310 4.96340
C -2.68490 -1.93530 3.72130
H 1.35210 4.69520 -1.33770
C 2.50530 1.64530 4.75780
C -3.94370 3.75790 3.49180
H -2.69810 5.96280 1.25710
C -3.93620 -1.44810 1.72960
H -1.11200 -3.07580 0.65630
H 5.30020 0.56900 -4.08490
N 1.72420 -0.06940 -1.48090
C -3.77680 4.94870 2.80260
H -1.25090 4.03470 0.75400
H -2.93600 2.49880 -5.94850
C 3.61430 1.27940 -0.64100
Fe -0.05470 -0.21960 0.09320
H 5.36530 2.41150 -0.21830
H 3.16780 1.43510 0.33000
C -1.64350 3.59570 -2.44810
C 2.51080 0.73860 3.73500
P -1.04100 1.36790 1.85250
H -2.76390 -1.94060 -0.97780
H 6.42670 1.98260 -2.38890
H -4.22150 3.88160 -4.55360
H -2.52140 -2.55310 4.59090
C 2.95620 0.50730 -1.59810
C -0.81120 -1.33800 -1.62500
C 0.31920 2.45600 4.12720
C -2.20350 -2.93170 -2.78460
H 1.27220 2.43720 -0.32160
H -1.68050 2.38950 -4.68080
H -4.37660 -3.06620 3.05770
H -0.51070 3.12750 4.28550
S 2.58070 -0.76010 -3.81690
C -2.81440 5.04370 1.81030
O 1.80230 -1.05840 1.09140
H -4.40000 5.79940 3.03590
O -0.49740 -2.45030 1.04680
H 0.34300 -2.90760 1.15890
C 0.50580 4.05230 -1.51300
C 0.26890 1.54420 3.09120
H -0.63560 5.47450 -2.65880
C 1.39830 -0.76700 -2.53120
C -1.86260 -0.84620 3.48590
C -2.00610 3.95810 1.52340
C -3.11050 -0.37000 1.47940
C 5.45580 1.56200 -2.18010
C 1.38920 0.67350 2.84490
N -3.35520 3.50350 -4.19110
H -4.74300 -1.68450 1.05050
C 0.47430 2.78240 -0.96360
C 4.85300 1.80060 -0.94510
C -1.22910 -3.10400 -3.75310
C 1.38690 -0.13110 1.75280
C -1.55040 2.31670 -1.90410
H -1.38250 -3.80040 -4.56150
H 1.45630 3.22430 5.77260
C 4.83790 0.77670 -3.13270
C -3.72380 -2.23110 2.85400
C -0.05400 -2.39090 -3.67870
O -3.45380 5.08670 -2.59730
H -1.06760 -0.60390 4.17570
*
```

***

Entry 2:
Computed, not measured: a structure of composition C39H32N3O2P2Ru, with ωB97M-V/def2-TZVPD.

The HOMO energy (alpha / beta) comes out at -16.1547 / -16.1512 eV. Its orbital gap (alpha / beta) is 6.90 / 6.90 eV. The energy above the lowest of the compared OMol25 structures with the same formula, charge and spin is 285.0 kJ/mol.

The geometry in ORCA input format:
```
! wB97M-V def2-TZVPD RIJCOSX def2/J DEFGRID3
* xyz 3 1
Ru 0.10126 -0.94975 -1.35723
H -1.06979 -4.67850 -2.89803
H 3.47542 3.76509 3.27839
C -0.63016 -1.33075 3.40815
C -1.60993 -1.64872 2.46657
H 1.21620 3.44901 4.22118
C -2.92440 -1.79737 2.88732
P -1.10503 0.65594 -2.69495
C -3.65106 2.70117 0.47504
C 3.57232 -4.98017 3.44234
C 1.73979 -2.78113 0.99497
C -1.69632 1.48858 -0.17719
C -4.00281 2.86566 -0.85660
C 1.34400 1.13785 -3.89228
C 1.82548 0.29794 3.15013
H 1.19432 0.16830 -4.35058
C -2.39792 1.44449 -6.46133
H -4.27990 -1.76932 4.55154
H 3.18786 1.51399 -4.92008
H 3.68907 -4.63709 5.55668
C 3.69885 1.71786 2.66835
H -4.81903 -0.73885 -5.53052
C 2.04748 -2.68573 3.36818
H -1.36196 -1.78252 1.42727
C -2.49256 2.00986 0.81985
H -0.71204 2.02509 -5.27444
C -1.59863 1.40930 -5.32545
N -0.44898 0.81567 0.12872
H 4.69492 1.86340 2.26833
O 1.70228 -3.12347 -0.14349
H 2.30570 -2.59033 5.51100
H -0.21799 3.33957 -1.81920
C 2.45646 1.89509 -4.21507
C 0.37438 1.65197 -3.02328
C 2.09334 -0.85929 -1.83978
C -2.27894 -1.29196 5.15964
H 0.15248 1.22040 4.16267
C -2.07240 1.59168 -1.51040
C 3.00794 2.78832 3.23800
C 0.54864 2.91657 -2.46133
H 4.15779 -0.94416 -2.44027
H -3.51803 2.38689 -2.89229
H -3.69236 -2.05779 2.16986
C -0.96206 -1.14833 4.75672
H 3.50383 3.74461 -3.89479
C 1.73725 2.61400 3.77143
C -1.98211 0.60680 -4.25096
H -2.12163 2.08619 -7.28728
C 2.32059 -3.38842 2.19780
H 4.18428 -5.87169 3.48609
C 1.68251 3.66212 -2.76891
H -4.89241 3.42370 -1.11978
H -0.35472 0.65620 1.12594
H -4.27770 3.11795 1.25453
P 1.06535 -1.26524 2.94635
C 2.63003 3.15460 -3.64550
C 2.51821 -3.12389 4.59166
C -0.63331 -2.79956 -1.94446
C -3.92087 -0.13800 -5.46808
O 1.11730 -1.55939 1.31923
C -3.54343 0.66624 -6.53700
H 3.65321 -0.37452 2.19493
C -3.22706 2.29047 -1.85332
N -0.86302 -3.78136 -2.48839
H -3.42613 -0.81309 -3.49697
H -0.19878 -0.90171 5.48942
H 3.29220 -5.07852 1.30070
C 1.13783 1.36413 3.73409
C 3.08215 -4.54283 2.21880
N 3.19484 -0.90383 -2.15370
C 3.29362 -4.28055 4.61250
H 0.34378 1.38543 -0.16289
C 3.11438 0.46528 2.62219
H -2.21171 1.89383 1.86374
C -3.25464 -1.62903 4.22762
C -3.13606 -0.17929 -4.32934
H -2.54294 -1.15110 6.20000
H -4.13967 0.67553 -7.44012
H 1.81115 4.65047 -2.34264
*
```